1.
Here is a cluster of 12 separate species, C33H84BN2O14 in total from the Open Molecules 2025 dataset. Energies are from ωB97M-V with the def2-TZVPD basis set.

Values from the calculation:
**Strongest force on any atom**: 5.7 eV/A
**Gap between HOMO and LUMO**: 0.30657 Ha
**Total charge**: +1
**DFT total energy**: -67888.8492 eV

Last column: Mulliken charge in e.
Element x y z (Å)
O 2.419 0.828 0.511  -0.595
B 2.603 1.891 -0.495  0.812
O 3.752 1.726 -1.452  -0.476
O 1.812 3.128 -0.633  -0.640
C 0.360 2.878 -0.555  0.455
C -0.183 2.618 -2.066  -0.794
N -1.419 3.348 -2.491  0.256
C -2.204 4.058 -1.426  -0.123
C -3.843 3.840 -1.679  -0.872
C -4.341 2.488 -0.897  0.598
C -3.964 1.038 -1.573  -0.280
C -4.408 -0.370 -0.795  -0.050
C -5.224 -0.237 0.632  -0.314
C -5.572 1.236 1.290  -0.491
C -5.150 2.668 0.537  -0.448
C -1.767 3.754 0.120  -0.367
N -0.252 4.045 0.183  -0.512
H 3.241 0.265 0.627  0.361
H 3.687 0.844 -1.925  0.293
H 0.085 1.906 0.081  0.198
H 0.677 2.916 -2.840  0.253
H -0.375 1.458 -2.276  0.260
H -2.063 2.677 -3.007  0.217
H -1.153 4.072 -3.224  0.448
H -2.036 5.227 -1.598  0.190
H -4.143 3.898 -2.809  0.324
H -4.349 4.781 -1.154  0.366
H -3.361 0.906 -2.581  0.120
H -4.131 -1.438 -1.246  0.342
H -5.505 -1.239 1.177  0.128
H -6.122 1.307 2.320  0.298
H -5.418 3.694 1.039  0.241
H -2.360 4.452 0.859  0.260
H -1.923 2.652 0.483  0.205
H -0.052 3.979 1.226  0.362
C -1.171 -1.981 0.224  -0.750
C 0.054 -2.685 0.770  -0.208
O 1.209 -2.277 0.051  -0.495
H -1.303 -2.206 -0.839  0.227
H -2.070 -2.288 0.765  0.326
H -1.063 -0.895 0.309  0.264
H -0.048 -3.769 0.664  0.112
H 0.201 -2.455 1.829  0.281
H 1.296 -1.315 0.158  0.284
C -6.613 -4.884 -0.717  -0.987
C -6.237 -3.435 -0.489  -0.146
O -5.310 -3.013 -1.479  -0.490
H -5.724 -5.523 -0.683  0.240
H -7.324 -5.227 0.040  0.175
H -7.062 -5.016 -1.707  0.394
H -5.768 -3.311 0.492  0.263
H -7.118 -2.789 -0.534  0.312
H -5.739 -3.119 -2.345  0.243
C -1.191 2.889 -6.695  -0.957
C -2.100 3.947 -6.105  -0.102
O -1.324 4.979 -5.515  -0.527
H -0.542 2.464 -5.922  0.194
H -1.773 2.083 -7.150  0.328
H -0.535 3.323 -7.457  0.356
H -2.738 3.513 -5.329  0.092
H -2.742 4.386 -6.874  0.343
H -0.767 5.363 -6.214  0.315
C -0.135 -6.941 -0.305  -0.980
C -1.519 -7.097 -0.900  -0.251
O -2.127 -5.823 -1.053  -0.438
H -0.188 -6.442 0.667  0.198
H 0.346 -7.915 -0.177  0.366
H 0.496 -6.318 -0.949  0.308
H -2.152 -7.701 -0.244  0.283
H -1.473 -7.583 -1.879  0.270
H -1.562 -5.297 -1.644  0.242
C 7.480 -1.042 1.622  -0.906
C 6.017 -1.056 2.011  -0.374
O 5.231 -0.503 0.965  -0.450
H 7.814 -0.020 1.414  0.091
H 8.100 -1.461 2.420  0.361
H 7.643 -1.622 0.708  0.394
H 5.855 -0.457 2.912  0.309
H 5.672 -2.075 2.208  0.298
H 5.376 -1.047 0.172  0.250
C 7.527 2.615 -1.350  -0.925
C 8.752 1.911 -0.805  -0.012
O 9.907 2.319 -1.524  -0.430
H 7.395 2.390 -2.413  0.285
H 6.628 2.308 -0.809  0.176
H 7.636 3.702 -1.266  0.378
H 8.650 0.827 -0.911  0.171
H 8.899 2.142 0.255  0.062
H 9.994 3.282 -1.416  0.269
C -10.627 -6.306 0.853  -1.107
C -10.012 -5.826 2.151  0.226
O -9.147 -4.728 1.901  -0.510
H -9.847 -6.608 0.146  0.249
H -11.293 -7.156 1.028  0.358
H -11.197 -5.504 0.374  0.369
H -9.425 -6.624 2.615  -0.169
H -10.785 -5.510 2.858  0.321
H -9.679 -4.022 1.496  0.292
C 9.088 4.978 3.320  -0.995
C 8.408 3.679 3.699  -0.217
O 9.077 2.585 3.090  -0.477
H 9.089 5.109 2.233  0.228
H 8.581 5.832 3.778  0.327
H 10.135 4.975 3.641  0.332
H 7.369 3.677 3.357  0.261
H 8.414 3.535 4.784  0.280
H 9.997 2.591 3.407  0.271
C -2.912 7.824 2.841  -1.072
C -3.592 6.525 3.220  -0.276
O -2.923 5.431 2.610  -0.507
H -2.911 7.955 1.754  0.255
H -3.419 8.678 3.299  0.362
H -1.865 7.821 3.162  0.347
H -4.631 6.523 2.878  0.288
H -3.586 6.380 4.305  0.290
H -2.003 5.437 2.927  0.236
C -7.134 -8.495 5.479  -1.073
C -8.571 -8.340 5.026  -0.163
O -8.623 -8.214 3.612  -0.519
H -6.537 -7.632 5.166  0.280
H -7.077 -8.589 6.567  0.330
H -6.678 -9.380 5.024  0.315
H -9.016 -7.442 5.465  0.279
H -9.172 -9.204 5.323  0.259
H -8.233 -9.019 3.232  0.265
C 12.506 2.255 -3.172  -0.789
C 13.935 1.768 -3.047  -0.314
O 14.831 2.775 -3.492  -0.519
H 12.278 2.515 -4.211  0.278
H 11.802 1.488 -2.837  0.251
H 12.352 3.160 -2.576  0.253
H 14.091 0.876 -3.661  0.283
H 14.175 1.518 -2.009  0.267
H 14.691 3.560 -2.935  0.295

***

2.
Here is a cluster of 12 separate species, C33H84Cl6O30P6 in total from the Open Molecules 2025 dataset. Energies are from ωB97M-V with the def2-TZVPD basis set.

Values from the calculation:
**SMILES**: COP(=O)(OC)OC.COP(=O)(OC)OC.COP(=O)(OC)OC.COP(=O)(OC)OC.COP(=O)(OC)OC.COP(=O)(OC)OC.CCOC(C)=O.CCOC(C)=O.CCOC(C)=O.ClCCl.ClCCl.ClCCl
**Strongest force on any atom**: 3.8 eV/A
**Gap between HOMO and LUMO**: 0.37884 Ha
**DFT total energy**: -227888.2332 eV

Last column: Mulliken charge in e.
Element x y z (Å)
C -7.972 -0.646 -1.469  -0.262
O -7.922 0.332 -2.592  -0.469
P -6.477 1.074 -3.025  1.283
O -5.903 1.861 -1.850  -0.593
O -5.503 -0.054 -3.636  -0.404
C -4.528 -0.623 -2.775  0.469
O -6.853 1.936 -4.337  -0.362
C -7.728 3.047 -4.208  -0.717
H -8.687 -0.282 -0.731  0.267
H -7.034 -0.729 -0.921  -0.061
H -8.297 -1.606 -1.870  0.315
H -4.807 -1.672 -2.678  0.326
H -4.410 -0.123 -1.814  -0.077
H -3.526 -0.543 -3.196  -0.492
H -7.645 3.575 -5.158  0.260
H -7.297 3.736 -3.482  0.311
H -8.768 2.767 -4.038  0.263
C -1.430 -2.027 -5.081  -0.646
O -0.044 -1.808 -4.747  -0.355
P 0.798 -0.649 -5.565  0.928
O 0.514 -0.671 -7.032  -0.783
O 0.290 0.722 -4.858  0.363
C -0.754 1.474 -5.421  -0.906
O 2.312 -0.888 -5.004  -0.371
C 2.570 -0.963 -3.651  0.086
H -1.596 -2.946 -5.643  0.355
H -1.892 -1.238 -5.674  0.251
H -2.052 -2.086 -4.188  0.184
H -1.186 1.013 -6.309  0.423
H -0.583 2.527 -5.643  0.265
H -1.689 1.446 -4.861  0.169
H 3.253 -0.151 -3.400  0.046
H 3.067 -1.869 -3.306  0.208
H 1.769 -0.681 -2.968  -0.138
C -0.224 -7.285 3.404  -0.580
O 0.630 -6.524 4.239  -0.371
P 0.629 -4.914 4.459  1.035
O 1.828 -4.328 5.103  -0.683
O -0.668 -4.787 5.419  -0.332
C -1.041 -3.594 6.038  -0.254
O 0.148 -4.291 3.062  -0.294
C 0.794 -3.107 2.528  -0.673
H -0.957 -6.606 2.969  0.246
H -0.759 -8.019 4.007  0.254
H 0.371 -7.811 2.657  0.250
H -0.744 -2.691 5.506  -0.077
H -0.602 -3.468 7.028  0.320
H -2.107 -3.582 6.269  0.207
H 1.166 -2.427 3.295  0.391
H 0.046 -2.580 1.935  0.116
H 1.525 -3.401 1.775  0.382
C -4.460 -3.305 4.596  -0.520
O -4.927 -2.136 5.221  -0.411
P -3.906 -0.919 5.540  0.751
O -3.232 -1.032 6.850  -0.766
O -4.855 0.379 5.441  -0.271
C -4.404 1.698 5.719  -0.784
O -2.923 -0.832 4.214  0.421
C -1.654 -0.174 4.143  -0.265
H -5.230 -3.417 3.833  0.297
H -4.473 -4.094 5.348  0.224
H -3.473 -3.189 4.151  0.201
H -3.352 1.735 6.002  0.329
H -4.945 1.968 6.626  0.298
H -4.658 2.386 4.912  0.263
H -1.727 0.581 3.360  0.135
H -0.956 -0.964 3.868  -0.289
H -1.343 0.229 5.107  0.478
C 0.301 4.495 -0.071  -0.111
O 0.992 5.398 0.761  -0.441
P 2.415 4.862 1.351  0.933
O 3.362 4.227 0.371  -0.278
O 2.974 6.196 2.100  -0.416
C 2.394 6.746 3.253  -0.662
O 2.007 3.879 2.620  -0.116
C 3.042 3.261 3.347  -0.884
H -0.569 3.983 0.341  0.215
H 0.963 3.762 -0.531  -0.056
H -0.047 5.047 -0.944  0.165
H 2.284 5.950 3.989  0.214
H 1.412 7.161 3.024  0.277
H 2.992 7.446 3.837  0.278
H 3.122 3.678 4.350  0.366
H 4.040 3.374 2.923  0.379
H 2.929 2.179 3.419  0.225
C 7.183 2.647 -4.598  -0.689
O 5.970 2.177 -5.191  -0.311
P 4.523 2.844 -4.888  0.257
O 4.451 4.336 -5.124  -0.724
O 3.485 1.929 -5.730  0.090
C 3.442 1.794 -7.121  -0.927
O 4.228 2.342 -3.361  0.359
C 2.994 2.522 -2.754  -0.681
H 7.025 3.512 -3.954  0.309
H 7.845 3.016 -5.381  0.274
H 7.629 1.847 -4.006  0.245
H 4.152 2.424 -7.658  0.422
H 2.472 1.953 -7.594  0.281
H 3.769 0.777 -7.335  0.323
H 3.069 3.349 -2.048  0.416
H 2.732 1.573 -2.284  -0.159
H 2.196 2.840 -3.425  0.456
C -0.809 -1.148 -1.577  -1.104
C -0.468 -0.465 -0.250  0.692
O 0.958 -0.428 0.026  0.289
C 1.424 0.231 1.069  0.368
C 2.910 0.298 1.081  0.788
O 0.747 0.746 1.956  -0.574
H -1.882 -1.182 -1.767  0.077
H -0.412 -2.164 -1.568  0.473
H -0.419 -0.601 -2.434  -0.099
H -0.819 0.567 -0.249  -0.340
H -0.916 -1.017 0.576  0.063
H 3.119 1.325 1.380  -0.521
H 3.349 0.098 0.104  -0.099
H 3.320 -0.339 1.865  -0.200
C 4.334 -3.473 -0.662  -0.561
C 5.575 -4.344 -0.307  -0.623
O 6.723 -3.542 -0.027  -0.197
C 7.444 -3.041 -0.991  0.771
C 8.623 -2.268 -0.433  -1.010
O 7.351 -3.278 -2.198  -0.608
H 3.477 -4.138 -0.771  0.465
H 4.540 -2.991 -1.618  0.193
H 4.131 -2.694 0.073  0.066
H 5.373 -4.875 0.623  0.321
H 5.775 -5.086 -1.080  0.352
H 9.255 -2.025 -1.287  0.318
H 9.187 -2.752 0.364  0.320
H 8.266 -1.351 0.036  0.210
C -7.923 -0.264 2.827  -1.502
C -6.611 -0.981 2.413  0.434
O -5.735 0.077 2.128  -0.326
C -4.536 -0.146 1.436  0.785
C -3.720 1.139 1.145  -0.234
O -4.047 -1.192 1.093  -0.607
H -8.740 -0.945 3.065  0.424
H -8.300 0.445 2.089  0.350
H -7.684 0.366 3.683  0.286
H -6.239 -1.565 3.254  -0.269
H -6.702 -1.663 1.568  0.418
H -3.723 1.693 2.083  0.357
H -4.315 1.661 0.395  0.227
H -2.728 0.899 0.761  -0.367
Cl -2.271 2.334 -1.950  0.097
C -3.216 3.857 -2.196  -0.317
Cl -2.308 5.096 -3.130  -0.185
H -4.086 3.677 -2.828  0.061
H -3.494 4.138 -1.181  0.383
Cl 4.643 -1.825 3.902  -0.188
C 4.763 -3.620 3.760  0.145
Cl 6.408 -4.047 3.217  -0.158
H 4.519 -4.043 4.734  0.388
H 4.036 -3.859 2.985  -0.193
Cl 7.644 2.773 0.159  -0.187
C 6.031 2.589 -0.496  0.534
Cl 5.698 0.891 -1.086  -0.085
H 5.314 2.805 0.295  -0.449
H 5.884 3.371 -1.241  0.157

***

3.
Here is a cluster of 7 separate species, C33H84N6O8Si in total from the Open Molecules 2025 dataset. Energies are from ωB97M-V with the def2-TZVPD basis set.

Values from the calculation:
**SMILES**: C=C[SiH2]CCCCCOC(C)=O.COC[C@@H](C)N.COC[C@@H](C)N.COC[C@@H](C)N.COC[C@@H](C)N.COC[C@@H](C)N.COC[C@@H](C)N
**Strongest force on any atom**: 0.7 eV/A
**Gap between HOMO and LUMO**: 0.35208 Ha
**DFT total energy**: -68777.7055 eV

Last column: Mulliken charge in e.
Element x y z (Å)
C -2.649 6.175 2.303  -0.551
C -3.554 6.299 1.335  -0.279
Si -3.640 5.257 -0.218  0.288
C -1.953 4.879 -0.983  -0.735
C -0.854 5.938 -0.690  0.060
C 0.322 5.409 0.137  -0.441
C 1.456 4.776 -0.684  0.031
C 1.071 3.937 -1.898  -0.807
O 0.733 2.584 -1.530  -0.332
C 1.795 1.779 -1.247  0.534
C 1.496 0.833 -0.118  -0.225
O 2.829 1.826 -1.849  -0.609
H -2.686 6.799 3.193  0.273
H -1.843 5.446 2.243  0.165
H -4.332 7.053 1.477  0.338
H -4.338 3.993 0.112  -0.138
H -4.459 5.975 -1.223  -0.192
H -2.128 4.840 -2.067  0.416
H -1.598 3.879 -0.711  0.312
H -0.466 6.369 -1.620  -0.571
H -1.298 6.780 -0.148  0.630
H 0.762 6.262 0.671  0.321
H -0.034 4.725 0.919  0.104
H 2.140 5.557 -1.034  -0.002
H 2.049 4.129 -0.022  0.252
H 0.216 4.340 -2.445  0.286
H 1.910 3.909 -2.599  0.418
H 1.002 -0.057 -0.522  -0.039
H 0.840 1.329 0.599  0.118
H 2.434 0.527 0.347  0.282
C 2.055 8.783 -0.972  -0.880
O 1.607 7.976 -2.043  -0.159
C 0.713 8.597 -2.947  -0.768
C 1.386 9.439 -4.037  0.279
C 1.911 10.783 -3.542  -1.437
N 2.467 8.727 -4.719  -0.732
H 1.272 9.474 -0.642  0.376
H 2.948 9.354 -1.234  0.267
H 2.305 8.117 -0.145  0.286
H 0.177 7.777 -3.434  0.325
H -0.028 9.191 -2.395  0.461
H 0.611 9.641 -4.783  0.409
H 2.839 10.666 -2.981  0.291
H 2.126 11.432 -4.390  0.363
H 1.183 11.284 -2.902  0.341
H 2.104 7.889 -5.162  0.290
H 3.122 8.392 -4.018  0.307
C -1.007 -2.421 -1.152  -0.551
O -0.448 -1.982 0.074  -0.283
C -1.352 -1.841 1.154  -0.265
C -1.674 -3.151 1.884  0.285
C -2.620 -4.054 1.103  -1.012
N -0.468 -3.909 2.228  -0.696
H -2.018 -2.023 -1.290  0.325
H -1.037 -3.511 -1.222  0.012
H -0.370 -2.040 -1.951  0.279
H -0.859 -1.161 1.855  0.141
H -2.274 -1.350 0.813  0.140
H -2.162 -2.872 2.824  0.447
H -2.101 -4.547 0.283  -0.007
H -3.014 -4.836 1.753  0.386
H -3.467 -3.493 0.700  0.240
H 0.125 -3.357 2.840  0.255
H 0.073 -4.035 1.377  0.290
C -1.117 -10.148 -0.944  -0.691
O -0.075 -9.268 -0.574  -0.400
C 0.412 -8.427 -1.603  -0.425
C -0.406 -7.151 -1.831  0.280
C -1.725 -7.376 -2.564  -1.653
N -0.671 -6.426 -0.586  -0.374
H -0.992 -10.500 -1.973  0.318
H -2.102 -9.684 -0.846  0.231
H -1.073 -11.005 -0.272  0.273
H 1.417 -8.134 -1.288  0.039
H 0.512 -8.996 -2.538  0.513
H 0.215 -6.503 -2.458  0.365
H -2.478 -7.810 -1.905  0.330
H -2.119 -6.426 -2.924  0.361
H -1.596 -8.039 -3.421  0.393
H 0.212 -6.176 -0.149  0.187
H -1.103 -7.070 0.073  0.286
C 2.371 3.916 4.799  -0.545
O 1.527 2.785 4.882  -0.467
C 1.455 1.993 3.714  0.232
C 2.583 0.963 3.561  0.520
C 3.915 1.569 3.132  -1.493
N 2.789 0.159 4.766  -0.707
H 2.348 4.355 3.795  0.186
H 3.406 3.678 5.056  0.244
H 2.000 4.652 5.512  0.278
H 0.507 1.453 3.787  0.178
H 1.398 2.638 2.825  -0.202
H 2.262 0.281 2.766  0.193
H 4.414 2.067 3.964  0.385
H 4.583 0.785 2.776  0.356
H 3.782 2.295 2.326  0.285
H 1.937 -0.345 4.992  0.276
H 2.933 0.791 5.549  0.305
C -7.174 2.591 0.913  -0.771
O -6.085 1.936 0.294  -0.373
C -5.282 1.149 1.152  -0.572
C -5.815 -0.266 1.411  0.678
C -7.000 -0.320 2.369  -1.640
N -6.164 -0.975 0.179  -0.710
H -6.923 2.900 1.933  0.333
H -8.070 1.967 0.939  0.291
H -7.394 3.481 0.322  0.287
H -4.314 1.066 0.650  0.212
H -5.115 1.679 2.100  0.490
H -4.992 -0.818 1.881  0.193
H -7.923 -0.006 1.880  0.304
H -7.150 -1.341 2.716  0.389
H -6.838 0.319 3.240  0.347
H -5.344 -1.055 -0.415  0.232
H -6.812 -0.395 -0.347  0.348
C 4.825 -6.538 -0.642  -0.754
O 3.958 -7.509 -1.196  -0.293
C 4.551 -8.425 -2.095  -0.702
C 5.244 -9.619 -1.426  0.310
C 6.590 -9.280 -0.796  -1.434
N 4.400 -10.275 -0.426  -0.710
H 5.590 -6.233 -1.363  0.331
H 5.314 -6.896 0.267  0.258
H 4.219 -5.670 -0.385  0.234
H 3.726 -8.810 -2.701  0.314
H 5.239 -7.899 -2.771  0.474
H 5.426 -10.347 -2.224  0.386
H 6.465 -8.751 0.149  0.285
H 7.142 -10.195 -0.583  0.365
H 7.197 -8.660 -1.459  0.342
H 3.548 -10.616 -0.861  0.265
H 4.089 -9.573 0.241  0.322

***

Summary of molar mass in Da
743.85; 1359.57; 721.15
(order as listed above)